Below is a structure of composition C9H16ErO3, with properties calculated with the ωB97M-V functional and the def2-TZVPD basis.

Geometry as ORCA input:
```
! RIJCOSX wB97M-V def2-TZVPD def2/J DEFGRID3
* xyz 3 4
C 3.206 -1.113 0.053
C 3.079 0.485 0.203
O 2.250 0.769 1.380
C 0.910 1.252 1.037
C 0.145 0.444 -0.047
C -1.378 0.626 0.243
C -1.918 -0.442 1.213
O -2.956 -1.199 0.539
C -3.436 -0.482 -0.398
O -4.541 -0.539 -0.830
C -2.360 0.475 -0.951
C -1.750 -0.360 -2.139
H 2.330 -1.568 0.628
H 3.253 -1.460 -0.972
H 4.148 -1.462 0.590
H 2.746 0.983 -0.699
H 4.084 0.848 0.407
H 0.325 1.170 1.955
H 0.895 2.306 0.769
H 0.413 -0.611 -0.101
H 0.316 0.894 -1.021
H -1.504 1.612 0.691
H -2.249 -0.144 2.205
H -1.114 -1.158 1.415
H -2.706 1.399 -1.403
H -1.309 -1.266 -1.727
H -2.568 -0.669 -2.786
H -1.030 0.265 -2.655
Er 2.721 -1.056 2.399
*
```

The calculation puts the LUMO energy (alpha / beta) at -11.983 / -14.321 eV. Its gap between HOMO and LUMO (alpha / beta) is 9.5 / 4.6 eV. The HOMO energy (alpha / beta) comes out at -21.467 / -18.878 eV. The value obtained for the energy above the lowest of the compared OMol25 structures with the same formula, charge and spin is 102.67 kJ/mol.



Below is a cluster of 2 separate species, C9H16F8O4PSSi in total, with properties calculated with the ωB97M-V functional and the def2-TZVPD basis.

Geometry as ORCA input:
```
! RIJCOSX wB97M-V def2-TZVPD def2/J DEFGRID3
* xyz -1 1
C -2.084 -1.247 0.215
Si -1.897 0.315 -0.777
C -1.295 1.653 0.370
C -3.537 0.803 -1.536
P -0.203 0.080 -2.254
S -1.198 -0.226 -4.106
O -2.181 -1.271 -3.961
O -1.596 0.999 -4.757
C 0.150 -0.925 -5.207
F 0.171 -2.261 -5.156
F 1.332 -0.465 -4.717
C 0.055 -0.441 -6.685
F -1.195 -0.409 -7.124
F 0.735 -1.303 -7.455
F 0.609 0.751 -6.825
H -2.409 -2.103 -0.383
H -2.819 -1.057 1.005
H -1.138 -1.520 0.695
H -2.127 2.096 0.919
H -0.768 2.420 -0.209
H -0.563 1.221 1.053
H -3.710 0.374 -2.526
H -3.581 1.894 -1.632
H -4.368 0.488 -0.894
H 0.303 1.376 -2.432
C 2.856 -1.520 5.143
C 2.502 -0.160 5.737
O 2.707 0.952 4.904
C 1.671 1.245 3.894
O 0.448 1.208 4.305
C 1.861 0.339 2.636
F 3.153 0.073 2.305
F 1.343 0.995 1.555
F 1.227 -0.848 2.662
H 3.794 -1.464 4.589
H 2.962 -2.256 5.946
H 2.083 -1.885 4.470
H 3.169 0.011 6.591
H 1.479 -0.160 6.128
H 2.061 2.225 3.516
*
```

The calculation puts the LUMO energy at 2.545 eV. Its gap between HOMO and LUMO is 6.6 eV. The HOMO energy comes out at -4.012 eV.



Below is a structure of composition C9H16GdN2PS, with properties calculated with the ωB97M-V functional and the def2-TZVPD basis.

Geometry as ORCA input:
```
! RIJCOSX wB97M-V def2-TZVPD def2/J DEFGRID3
* xyz 0 8
C -1.001 0.327 -3.300
C -1.602 1.510 -3.839
C -0.637 2.551 -3.931
C 0.591 2.028 -3.438
C 0.393 0.674 -3.003
Gd -0.605 -0.455 -0.514
P -0.085 -2.975 -1.097
H -1.476 -0.665 -3.165
H -2.654 1.581 -4.103
H -0.810 3.574 -4.300
H 1.138 -0.002 -2.544
H 1.535 2.560 -3.354
H 1.113 -3.276 -1.865
H -1.207 -3.313 -1.981
H -0.154 -3.972 -0.058
S 1.202 1.479 -0.093
C 0.714 0.898 1.429
N -0.607 0.406 1.636
C -0.959 -0.551 2.768
C 0.061 -0.475 3.885
C 1.476 -0.437 3.337
N 1.572 0.707 2.419
H -1.320 1.154 1.436
H -0.991 -1.554 2.324
H -1.955 -0.270 3.104
H -0.055 -1.343 4.546
H -0.093 0.417 4.505
H 1.738 -1.381 2.832
H 2.171 -0.234 4.155
H 2.509 1.036 2.211
*
```

The calculation puts the LUMO energy (alpha / beta) at -0.266 / -0.780 eV. Its gap between HOMO and LUMO (alpha / beta) is 4.7 / 5.4 eV. The HOMO energy (alpha / beta) comes out at -5.005 / -6.192 eV. The value obtained for the energy above the lowest of the compared OMol25 structures with the same formula, charge and spin is 0.00 kJ/mol.



Below is a structure of composition C9H16INOPd, with properties calculated with the ωB97M-V functional and the def2-TZVPD basis.

Geometry as ORCA input:
```
! RIJCOSX wB97M-V def2-TZVPD def2/J DEFGRID3
* xyz 0 3
C -1.176 -3.115 -0.850
C -0.269 -3.080 -2.047
H -0.667 -3.828 -0.220
H -2.233 -3.380 -0.978
H -1.012 -2.159 -0.245
H 0.490 -2.237 -1.922
H 0.388 -3.950 -2.080
H -0.738 -2.957 -3.025
Pd 0.411 -0.525 -0.708
C -1.057 -0.018 -1.951
H -0.483 0.405 -2.786
H -1.586 0.800 -1.449
H -1.736 -0.804 -2.290
I 2.636 -1.544 0.578
O 1.890 1.024 -1.041
C 1.512 2.190 -0.348
C 0.685 1.911 0.864
C 0.569 2.860 1.875
C -0.246 2.558 2.960
C -0.872 1.293 3.012
C -0.662 0.364 1.985
N 0.092 0.720 0.925
H 2.590 0.514 -0.540
H 2.431 2.673 -0.017
H 0.966 2.831 -1.049
H 1.097 3.797 1.734
H -0.411 3.293 3.756
H -1.533 1.003 3.836
H -1.077 -0.641 2.020
*
```

The calculation puts the LUMO energy (alpha / beta) at 0.012 / -0.611 eV. Its gap between HOMO and LUMO (alpha / beta) is 7.1 / 7.5 eV. The HOMO energy (alpha / beta) comes out at -7.103 / -8.069 eV. The value obtained for the energy above the lowest of the compared OMol25 structures with the same formula, charge and spin is 0.00 kJ/mol.